{
  "formula": "C3HN2O3S",
  "method": "ωB97M-V/def2-TZVPD",
  "species": ["C", "C", "C", "N", "N", "O", "O", "O", "S", "H"],
  "positions_angstrom": [[-0.83831, 0.16120, -0.20389], [-1.63486, -0.03883, 1.90900], [-1.06101, -0.67017, 0.81962], [-0.52391, 0.34436, -1.26954], [-2.12695, 0.68155, 2.65482], [1.42832, -1.16482, -1.76519], [1.76609, 1.38203, -1.92472], [1.67151, 0.36569, 0.14344], [1.37435, 0.16152, -1.21391], [-0.05524, -1.22254, 0.85038]],
  "lowdin_charge": [-0.298, -0.343, -0.153, 0.095, 0.085, -0.305, -0.351, -0.312, 0.449, 0.133],
  "charge": -1,
  "molar_mass_g_mol": 145.12,
  "orbital_gap_ev": 8.69,
  "e_above_lowest_kcal_mol": 69.48,
  "spin_multiplicity": 1
}

{
  "formula": "C3HN3S",
  "method": "ωB97M-V/def2-TZVPD",
  "species": ["C", "C", "C", "N", "N", "N", "S", "H"],
  "positions_angstrom": [[-3.19312, 0.13573, 0.01913], [1.78477, 0.29221, 0.09056], [-0.26829, -0.81292, -0.30974], [-3.60319, 1.18908, 0.17168], [1.86203, -0.97950, 0.08086], [0.70579, -1.57600, -0.09291], [0.13484, 0.84585, -0.23134], [2.57717, 0.90556, 0.27175]],
  "lowdin_charge": [-0.234, -0.390, -0.288, -0.076, -0.038, -0.026, 1.001, 0.052],
  "molar_mass_g_mol": 111.13,
  "orbital_gap_ev": [5.49, 5.48],
  "e_above_lowest_kcal_mol": 132.59,
  "spin_multiplicity": 1
}

{
  "formula": "C3HN5",
  "method": "ωB97M-V/def2-TZVPD",
  "species": ["C", "C", "C", "N", "N", "N", "N", "N", "H"],
  "positions_angstrom": [[1.15793, -0.60336, -0.74323], [-1.90483, 0.72811, 0.63438], [0.40144, 0.26214, 1.34045], [1.90932, -0.61919, 0.21745], [-3.01242, 0.78977, 0.31955], [1.58253, -0.10647, 1.48339], [0.38160, -0.34227, -1.60455], [-0.64817, 0.64175, 0.88394], [0.13260, -0.75048, -2.53138]],
  "lowdin_charge": [-0.324, -0.319, -0.143, 0.041, 0.161, 0.074, 0.208, 0.178, 0.123],
  "molar_mass_g_mol": 107.08,
  "orbital_gap_ev": 8.72,
  "e_above_lowest_kcal_mol": 32.21,
  "spin_multiplicity": 1
}

{
  "formula": "C3HNO",
  "method": "ωB97M-V/def2-TZVPD",
  "species": ["C", "C", "C", "N", "O", "H"],
  "positions_angstrom": [[-0.37442, 0.30562, -0.79402], [0.77659, 0.62703, -0.25557], [-0.67317, -0.59632, 0.21117], [1.10165, -0.01496, 1.24656], [0.03960, -0.73043, 1.29401], [-0.87024, 0.40907, -1.70215]],
  "lowdin_charge": [-0.142, 0.129, -0.006, 0.060, -0.127, 0.088],
  "molar_mass_g_mol": 67.05,
  "orbital_gap_ev": [7.56, 7.55],
  "e_above_lowest_kcal_mol": 172.58,
  "spin_multiplicity": 1
}